[1]
# C84H167Br3N14

13 unconnected molecules or ions with the total composition C84H167Br3N14 (the ωB97M-V functional and the def2-TZVPD basis, the Open Molecules 2025 dataset).

```
268
C84H167Br3N14, DFT the ωB97M-V functional and the def2-TZVPD basis
C 5.040 2.978 -1.045
C 4.214 4.262 -0.855
C 4.107 5.105 -2.175
N 3.640 6.595 -1.997
C 3.435 7.184 -3.500
C 3.219 8.693 -3.397
C 4.448 9.296 -2.761
C 4.704 8.773 -1.364
C 4.754 7.267 -1.224
C 2.295 6.688 -1.292
H 6.072 3.114 -1.370
H 4.564 2.360 -1.806
H 5.061 2.317 -0.178
H 4.671 4.786 -0.015
H 3.239 3.923 -0.505
H 3.280 4.766 -2.799
H 5.003 5.159 -2.793
H 4.306 6.974 -4.121
H 2.580 6.753 -4.019
H 3.128 8.963 -4.450
H 2.289 8.850 -2.852
H 5.245 9.104 -3.479
H 4.391 10.384 -2.776
H 5.737 9.104 -1.262
H 4.208 9.284 -0.539
H 5.694 6.812 -1.537
H 4.765 6.917 -0.192
H 2.055 7.686 -0.926
H 2.560 6.004 -0.487
H 1.460 6.319 -1.887
C 0.521 -8.729 1.378
C 1.326 -7.656 0.560
C 2.848 -7.836 0.909
N 3.683 -6.642 0.198
C 3.529 -6.900 -1.372
C 4.162 -5.735 -2.170
C 3.614 -4.391 -1.640
C 3.759 -4.134 -0.103
C 3.156 -5.283 0.761
C 5.165 -6.879 0.636
H 0.808 -8.671 2.427
H 0.553 -9.739 0.968
H -0.524 -8.430 1.463
H 0.979 -6.685 0.914
H 1.195 -7.797 -0.513
H 3.240 -8.802 0.591
H 3.008 -7.944 1.982
H 2.470 -6.908 -1.630
H 3.822 -7.904 -1.678
H 3.951 -5.890 -3.228
H 5.249 -5.787 -2.232
H 2.575 -4.367 -1.967
H 3.952 -3.514 -2.192
H 3.342 -3.147 0.095
H 4.826 -4.024 0.094
H 2.088 -5.069 0.711
H 3.592 -5.207 1.757
H 5.707 -6.187 -0.009
H 5.435 -7.902 0.371
H 5.339 -6.745 1.703
C -8.218 -8.714 -1.044
C -6.879 -8.149 -0.662
C -7.060 -6.757 0.001
N -5.881 -6.134 0.811
C -4.556 -6.406 -0.007
C -3.358 -5.586 0.537
C -3.744 -4.085 0.682
C -4.916 -3.927 1.667
C -6.188 -4.647 1.244
C -5.851 -6.962 2.121
H -8.650 -7.919 -1.651
H -8.851 -8.911 -0.179
H -8.295 -9.716 -1.466
H -6.298 -8.145 -1.584
H -6.323 -8.836 -0.024
H -7.947 -6.628 0.621
H -7.138 -5.937 -0.712
H -4.756 -6.125 -1.041
H -4.513 -7.495 0.004
H -2.463 -5.842 -0.031
H -3.061 -5.858 1.550
H -4.042 -3.748 -0.310
H -2.890 -3.448 0.913
H -5.126 -2.866 1.533
H -4.596 -4.138 2.687
H -6.433 -4.168 0.296
H -7.032 -4.719 1.930
H -5.007 -6.584 2.698
H -5.836 -8.024 1.879
H -6.805 -6.670 2.561
C -1.925 -1.029 3.415
C -0.655 -1.102 2.530
C -0.941 -0.441 1.123
N 0.250 -0.463 0.093
C 1.527 0.272 0.682
C 1.347 1.771 0.766
C 0.795 2.451 -0.535
C -0.357 1.745 -1.122
C -0.348 0.242 -1.140
C 0.554 -1.884 -0.371
H -2.791 -0.583 2.927
H -1.755 -0.232 4.139
H -2.058 -2.001 3.891
H -0.365 -2.146 2.406
H 0.102 -0.474 2.998
H -1.187 0.602 1.325
H -1.750 -1.006 0.660
H 1.946 -0.290 1.518
H 2.257 0.155 -0.119
H 0.494 1.953 1.420
H 2.249 2.194 1.207
H 0.791 3.538 -0.624
H 1.656 2.247 -1.171
H -1.192 1.990 -0.466
H -0.693 2.258 -2.024
H -1.347 -0.121 -1.380
H 0.358 0.096 -1.958
H -0.423 -2.237 -0.700
H 0.934 -2.663 0.289
H 1.060 -1.862 -1.336
C -9.936 1.081 2.619
C -9.127 0.527 3.786
C -7.875 1.411 4.136
N -6.884 0.838 5.192
C -5.996 1.967 5.724
C -4.922 1.396 6.638
C -4.140 0.292 5.957
C -5.029 -0.835 5.286
C -6.097 -0.237 4.389
C -7.741 0.423 6.362
H -9.794 0.450 1.742
H -9.492 1.983 2.197
H -10.964 1.344 2.865
H -8.680 -0.375 3.368
H -9.748 0.371 4.669
H -8.227 2.339 4.585
H -7.276 1.726 3.281
H -5.671 2.484 4.821
H -6.581 2.709 6.267
H -4.180 2.138 6.933
H -5.303 1.191 7.638
H -3.571 0.821 5.192
H -3.391 -0.256 6.527
H -4.541 -1.599 4.681
H -5.558 -1.326 6.104
H -5.694 0.344 3.560
H -6.829 -1.006 4.143
H -8.423 1.210 6.686
H -7.035 0.219 7.167
H -8.147 -0.522 6.000
C 9.398 1.194 -1.426
C 8.394 0.107 -2.080
C 7.371 0.607 -3.148
N 6.593 -0.543 -3.958
C 5.584 -1.451 -3.122
C 4.430 -0.585 -2.511
C 3.648 0.023 -3.754
C 4.566 0.998 -4.490
C 5.758 0.171 -5.127
C 7.616 -1.440 -4.741
H 9.472 1.109 -0.342
H 8.952 2.179 -1.566
H 10.402 1.271 -1.844
H 7.935 -0.486 -1.288
H 9.054 -0.556 -2.641
H 7.848 1.176 -3.945
H 6.546 1.063 -2.600
H 6.244 -1.875 -2.365
H 5.304 -2.278 -3.775
H 4.771 0.258 -1.909
H 3.777 -1.266 -1.966
H 2.717 0.502 -3.451
H 3.419 -0.768 -4.468
H 4.924 1.812 -3.861
H 3.958 1.488 -5.251
H 6.469 0.717 -5.746
H 5.307 -0.569 -5.788
H 8.154 -2.017 -3.989
H 8.248 -0.838 -5.393
H 7.054 -2.123 -5.378
C -1.850 10.975 -4.321
N -2.154 9.759 -3.490
C -1.264 8.744 -3.386
C -1.545 7.576 -2.616
C -2.841 7.391 -2.157
C -3.740 8.497 -2.255
C -3.414 9.688 -2.976
C -3.249 6.168 -1.535
C -4.024 6.247 -0.376
C -4.418 5.105 0.224
N -4.113 3.915 -0.332
C -3.519 3.758 -1.479
C -2.951 4.913 -2.043
C -4.443 2.697 0.350
H -2.550 11.713 -3.927
H -1.899 10.757 -5.388
H -0.807 11.104 -4.033
H -0.350 8.924 -3.933
H -0.819 6.781 -2.532
H -4.681 8.424 -1.732
H -4.092 10.497 -3.199
H -4.317 7.206 0.024
H -4.978 5.035 1.145
H -3.489 2.758 -1.886
H -2.380 4.810 -2.954
H -5.220 2.153 -0.187
H -4.754 2.972 1.358
H -3.599 2.008 0.372
C -0.174 -5.134 2.945
C -0.211 -5.985 4.148
N -1.457 -6.013 4.777
C -2.061 -4.870 5.387
C -3.376 -5.216 5.792
N -3.534 -6.565 5.443
C -2.342 -7.023 4.857
C -4.775 -7.323 5.435
H 0.879 -5.080 2.668
H -0.385 -4.128 3.306
H -0.900 -5.363 2.165
H 0.608 -5.729 4.820
H 0.060 -7.020 3.937
H -1.597 -3.895 5.360
H -4.128 -4.560 6.204
H -2.192 -7.965 4.351
H -4.508 -8.361 5.235
H -5.543 -7.099 4.695
H -5.158 -7.226 6.451
C -3.434 0.380 -5.611
C -2.465 0.035 -4.572
N -1.147 -0.406 -5.193
C -0.497 -1.593 -4.928
C 0.651 -1.562 -5.718
N 0.750 -0.389 -6.418
C -0.352 0.333 -6.045
C 1.797 0.182 -7.251
H -3.455 1.446 -5.836
H -4.464 0.304 -5.263
H -3.388 -0.341 -6.427
H -2.751 -0.804 -3.938
H -2.204 0.894 -3.954
H -0.952 -2.339 -4.294
H 1.467 -2.264 -5.809
H -0.678 1.307 -6.377
H 1.411 0.843 -8.027
H 2.405 -0.619 -7.672
H 2.527 0.568 -6.540
C 8.100 6.712 3.408
C 7.113 6.359 2.310
N 6.836 4.914 2.492
C 7.130 3.883 1.644
C 6.339 2.778 2.111
N 5.607 3.104 3.308
C 6.007 4.443 3.510
C 4.436 2.364 3.958
H 7.577 6.690 4.364
H 8.497 7.684 3.116
H 8.968 6.062 3.299
H 7.553 6.546 1.331
H 6.237 6.999 2.419
H 7.851 3.907 0.840
H 6.189 1.778 1.731
H 5.437 5.155 4.088
H 4.120 2.970 4.807
H 4.851 1.443 4.366
H 3.709 2.272 3.150
Br -2.142 2.532 3.042
Br 0.449 3.793 -4.245
Br -4.241 -0.717 -1.123
```

Values from the calculation:
Spin multiplicity: 2
Net charge: +9
Frontier orbital gap (alpha / beta), eV: 6.31 / 3.21
<S²>: 0.752

Atom charges from the Mulliken analysis, given in e for atoms 1 to 6: -1.823 1.009 -1.181 0.575 -0.708 -0.463

[2]
# C84H56O60PTl

A molecular structure, C84H56O60PTl (the ωB97M-V functional and the def2-TZVPD basis, the Open Molecules 2025 dataset).

```
202
C84H56O60PTl, DFT the ωB97M-V functional and the def2-TZVPD basis
Tl 0.041 0.261 4.476
P -0.315 1.141 0.596
O 0.501 0.052 -0.155
O -1.742 0.455 0.786
O -0.443 2.303 -0.352
O 0.377 1.454 1.919
C -0.408 -5.492 1.606
C -0.266 -4.126 1.501
C -0.370 -3.210 2.737
O -0.054 -2.070 2.537
C -0.670 -3.783 3.980
C -0.944 -5.096 4.013
C -0.821 -6.027 2.859
O -1.030 -7.196 3.005
O -1.256 -5.678 5.168
O 0.138 -3.450 0.426
H -0.177 -6.151 0.793
H -0.798 -3.166 4.861
H -1.178 -6.676 5.002
H 0.029 -4.028 -0.423
C -6.744 1.179 1.195
C -6.147 -0.024 1.080
C -6.440 -1.124 2.061
O -5.613 -2.042 2.134
C -7.596 -1.055 2.945
C -8.225 0.147 3.020
C -7.757 1.354 2.223
O -8.193 2.475 2.522
O -9.202 0.497 3.823
O -5.069 -0.236 0.260
H -6.605 1.951 0.461
H -7.810 -1.778 3.715
H -9.314 1.486 3.780
H -4.783 -1.201 0.218
C 2.470 7.544 -0.987
C 2.031 7.634 -2.267
C 1.182 6.572 -2.883
O 0.803 6.674 -4.052
C 0.909 5.383 -2.149
C 1.246 5.309 -0.846
C 2.047 6.402 -0.108
O 2.343 6.266 1.069
O 1.076 4.280 -0.004
O 2.319 8.619 -3.063
H 3.014 8.327 -0.391
H 0.498 4.588 -2.655
H 0.539 3.489 -0.595
H 1.902 8.517 -3.960
C 3.193 -3.561 4.209
C 3.567 -4.596 3.405
C 3.588 -4.594 1.848
O 3.698 -5.690 1.301
C 3.308 -3.307 1.195
C 2.950 -2.248 1.962
C 2.877 -2.332 3.452
O 2.528 -1.283 3.981
O 2.524 -1.055 1.561
O 3.967 -5.691 4.033
H 3.338 -3.614 5.221
H 3.364 -3.316 0.107
H 2.324 -0.445 2.250
H 4.093 -6.458 3.424
C -5.130 1.814 4.544
C -4.182 1.196 3.763
C -3.540 -0.150 4.187
O -2.474 -0.457 3.692
C -4.282 -1.028 5.037
C -5.414 -0.496 5.665
C -5.748 0.975 5.548
O -6.534 1.391 6.350
O -6.081 -1.194 6.560
O -3.466 1.676 2.741
H -5.710 2.750 4.390
H -4.046 -2.083 5.084
H -6.727 -0.680 7.065
H -4.018 2.334 2.212
C 3.503 -4.775 -2.244
C 4.468 -4.021 -2.789
C 4.190 -2.644 -3.400
O 5.122 -2.177 -4.014
C 2.858 -2.097 -3.275
C 1.873 -2.921 -2.722
C 2.117 -4.342 -2.289
O 1.148 -5.027 -1.980
O 0.605 -2.516 -2.691
O 5.701 -4.518 -2.880
H 3.654 -5.727 -1.684
H 2.490 -1.156 -3.653
H 0.519 -1.556 -2.845
H 6.081 -3.920 -3.558
C -2.029 4.233 4.667
C -2.614 5.269 3.950
C -1.958 5.829 2.630
O -2.461 6.732 2.041
C -0.691 5.255 2.267
C -0.052 4.375 3.089
C -0.699 3.789 4.312
O -0.125 2.902 4.953
O 1.239 4.147 2.922
O -3.706 5.856 4.278
H -2.386 3.877 5.575
H -0.176 5.894 1.500
H 1.598 4.554 2.139
H -3.874 6.611 3.714
C 6.937 -2.392 0.262
C 6.616 -1.690 1.402
C 6.811 -2.180 2.844
O 6.253 -1.613 3.750
C 7.690 -3.336 3.068
C 8.091 -4.016 1.997
C 7.673 -3.635 0.506
O 7.788 -4.534 -0.307
O 8.814 -5.112 2.032
O 6.033 -0.525 1.458
H 6.589 -2.056 -0.716
H 7.965 -3.674 4.060
H 8.705 -5.554 1.161
H 6.001 -0.205 0.467
C -3.580 4.624 -1.346
C -3.752 3.975 -0.178
C -5.054 4.049 0.563
O -5.022 3.590 1.713
C -6.254 4.553 -0.063
C -6.073 5.123 -1.268
C -4.677 5.306 -1.947
O -4.655 5.929 -3.013
O -7.053 5.654 -2.043
O -3.001 3.247 0.484
H -2.667 4.695 -1.896
H -7.275 4.501 0.324
H -6.626 5.819 -2.933
H -2.004 3.107 0.157
C -3.916 -4.212 -2.785
C -4.149 -3.540 -3.901
C -3.702 -2.083 -3.960
O -4.441 -1.359 -4.548
C -2.570 -1.609 -3.114
C -2.862 -2.211 -1.645
C -3.105 -3.727 -1.627
O -2.500 -4.426 -0.934
O -2.948 -1.521 -0.681
O -4.991 -3.957 -4.807
H -4.172 -5.232 -2.596
H -1.663 -2.014 -3.515
H -2.400 0.893 1.416
H -5.147 -3.177 -5.366
C 4.537 1.558 4.592
C 5.860 1.586 4.361
C 6.256 1.904 2.910
O 7.458 1.953 2.767
C 5.297 2.204 1.879
C 3.970 2.165 2.193
C 3.577 1.652 3.550
O 2.406 1.538 3.685
O 3.085 2.563 1.331
O 6.752 1.286 5.296
H 4.008 1.212 5.437
H 5.728 2.571 0.932
H 2.163 2.392 1.630
H 7.617 1.704 4.983
C -2.439 -0.073 -3.218
C -1.257 0.279 -3.990
C -1.379 1.225 -5.271
O -0.485 1.092 -6.090
C -2.720 1.778 -5.476
C -3.800 1.459 -4.775
C -3.762 0.684 -3.492
O -4.773 0.573 -2.784
O -5.052 1.788 -5.114
O -0.169 -0.110 -3.691
H -2.130 0.264 -2.183
H -2.908 2.338 -6.419
H -5.641 1.528 -4.353
H 0.439 -0.821 0.325
C 1.659 -3.663 -6.434
C 0.615 -2.845 -6.272
C -0.799 -3.332 -6.266
O -1.712 -2.599 -5.931
C -1.048 -4.700 -6.717
C 0.001 -5.536 -6.886
C 1.426 -5.044 -6.777
O 2.356 -5.839 -6.858
O -0.090 -6.839 -7.053
O 0.809 -1.541 -6.060
H 2.689 -3.364 -6.290
H -2.031 -5.146 -6.632
H 0.865 -7.123 -7.056
H -0.040 -1.062 -6.099
C 2.961 1.349 -2.196
C 3.949 0.693 -1.553
C 5.353 1.036 -1.814
O 6.235 0.481 -1.171
C 5.727 2.075 -2.762
C 4.733 2.663 -3.409
C 3.233 2.381 -3.131
O 2.480 3.095 -3.733
O 4.908 3.787 -4.197
O 3.820 -0.413 -0.782
H 1.949 1.087 -1.961
H 6.774 2.399 -3.024
H 4.074 4.059 -4.565
H 2.902 -0.352 -0.542
```

Values from the calculation:
Net charge: 0
Frontier orbital gap, eV: 6.91

Atom charges from the Mulliken analysis, given in e for atoms 1 to 6: 1.486 0.026 1.460 2.132 -2.082 -0.759

Table of maximum force (eV/Å), in record order: 5.23 6.38